No. 1
Density functional theory data (the ωB97M-V functional and the def2-TZVPD basis) for an isolated molecule of C4H5NO.

Cartesian coordinates (Å):
O1 -2.197 -0.404 0.180
N1 0.070 -0.945 0.534
C1 1.156 0.808 -0.282
C2 1.319 -0.402 0.339
C3 -0.245 1.026 -0.451
C4 -0.876 -0.074 0.064
H1 -2.506 -0.716 -0.680
H2 -0.154 -1.716 1.141
H3 -0.732 1.888 -0.887
H4 2.212 -0.936 0.633
H5 1.953 1.471 -0.591

As for the SMILES: Oc1ccc[nH]1. The HOMO energy is -8.1 eV. As for the max |F|: 0.332 eV Å⁻¹.

From a Löwdin analysis of the wavefunction, the atomic charges in e read: 0.05, 0.07, -0.11, -0.14, -0.04, -0.40, 0.11, 0.16, 0.10, 0.10, 0.09

No. 2
Density functional theory data (the ωB97M-V functional and the def2-TZVPD basis) for an isolated molecule of C4H5NO.

Cartesian coordinates (Å):
O1 -1.969 -0.151 0.624
N1 -1.297 0.618 -0.415
C1 0.764 -1.272 -0.087
C2 -1.658 -0.685 -0.524
C3 0.003 1.062 -0.007
C4 1.065 -0.028 0.083
H1 1.554 -2.011 0.031
H2 1.957 0.562 0.461
H3 -0.295 -1.488 -0.390
H4 -0.214 1.396 0.980
H5 0.092 1.998 -0.757

The HOMO energy is -9.9 eV. As for the max |F|: 4.540 eV Å⁻¹.

From a Löwdin analysis of the wavefunction, the atomic charges in e read: 0.02, -0.08, 0.01, -0.07, -0.20, -0.16, 0.08, 0.12, 0.00, 0.11, 0.17